# 1
7 unconnected molecules or ions with the total composition C31H75F3NO24P6Si in a non-equilibrium geometry. Source: the OMol25 dataset; level of theory: the ωB97M-V functional and the def2-TZVPD basis.

XYZ file:
```
141
C31H75F3NO24P6Si the ωB97M-V functional and the def2-TZVPD basis
P -0.741 -9.395 -6.573
P -3.436 12.100 2.232
P 2.470 -2.884 5.049
P 5.282 -7.445 -2.440
P -3.184 -1.407 2.237
P -1.662 -4.081 -3.342
Si 0.046 3.760 -0.394
F 1.677 5.901 2.977
F 1.736 7.000 0.369
F 3.449 4.720 3.480
O 0.599 -9.611 -5.732
O 5.300 -9.009 -2.715
O -0.306 -9.648 -8.080
O -4.513 12.815 3.168
O -2.081 -3.447 -1.944
O -1.405 -8.109 -6.340
O -2.605 -0.406 1.333
O -3.137 10.711 2.598
O -3.790 -0.816 3.580
O 1.396 -2.151 5.979
O -2.198 13.096 2.283
O 3.714 -1.894 5.091
O 1.898 -2.705 3.576
O -3.025 -4.652 -3.918
O -2.172 -2.522 2.738
O 2.760 -4.268 5.424
O -4.382 -2.256 1.608
O -4.008 12.284 0.764
O 4.144 -7.268 -1.344
O -1.378 -2.815 -4.280
O 5.125 -6.616 -3.637
O -0.559 -5.042 -3.265
O 6.624 -7.173 -1.613
O -1.604 -10.680 -6.210
N 3.573 5.945 1.546
C -4.417 -1.697 4.514
C -2.981 -5.246 -5.221
C 1.541 -1.404 3.118
C -1.214 5.128 1.941
C 1.895 3.873 0.182
C 3.926 -5.950 -0.844
C -5.501 -1.529 1.097
C 7.860 -7.302 -2.316
C 0.118 -2.774 6.114
C 2.979 7.185 0.926
C -0.612 2.009 -0.068
C 0.040 4.185 -2.256
C 5.488 -9.911 -1.625
C -4.375 13.588 0.312
C -5.788 12.185 3.300
C -1.282 6.338 -0.228
C 0.387 -10.848 -8.417
C 2.078 3.845 1.752
C -2.097 -10.769 -4.874
C 1.628 -8.630 -5.875
C -3.115 -2.465 -1.900
C 2.658 5.138 2.400
C 4.413 -1.790 6.332
C -1.884 6.225 2.614
C -0.223 -2.035 -3.987
C -1.501 -3.287 1.729
C -1.951 7.437 0.428
C -2.243 7.409 1.855
C -0.876 5.138 0.529
C -1.499 13.196 3.524
C 3.011 8.448 1.886
H -2.897 -11.507 -4.852
H -4.214 -2.745 4.294
H -5.247 -0.490 0.882
H -1.513 1.961 0.584
H 3.663 7.460 0.075
H 1.912 -0.616 3.774
H 6.485 -10.348 -1.696
H 2.784 3.007 2.000
H -3.674 -2.408 -2.835
H 8.308 -8.268 -2.078
H -3.958 13.743 -0.683
H -2.174 -4.049 1.334
H 2.366 2.924 -0.208
H -4.046 -1.467 5.512
H 1.428 -10.606 -8.635
H 1.958 -1.258 2.121
H 4.341 6.266 2.165
H 2.411 4.708 -0.352
H 0.778 5.009 -2.437
H -1.298 -11.093 -4.206
H -2.105 -5.887 -5.333
H 3.565 8.257 2.834
H -6.113 12.275 4.335
H -0.935 4.245 2.569
H -2.251 8.369 -0.107
H -1.069 6.453 -1.313
H -2.079 6.125 3.704
H 0.320 3.302 -2.880
H 0.241 1.417 0.374
H 5.387 -1.341 6.141
H -6.311 -1.559 1.827
H -3.875 -5.851 -5.356
H -5.747 11.128 3.033
H -4.011 14.374 0.974
H -2.061 13.828 4.214
H 0.453 -1.337 3.059
H -2.494 -9.810 -4.537
H -6.507 12.693 2.656
H -3.802 -2.719 -1.093
H -0.797 1.530 -1.069
H 1.129 3.589 2.295
H -0.071 -11.276 -9.308
H -0.525 -1.138 -3.441
H 7.722 -7.224 -3.395
H 4.748 -10.707 -1.700
H 1.944 8.737 2.084
H 4.044 5.389 0.811
H -2.965 -4.463 -5.981
H 8.530 -6.509 -1.987
H -0.598 -2.267 5.464
H 1.240 -7.687 -6.261
H -5.494 -1.529 4.490
H 2.952 -5.924 -0.357
H 0.154 -3.833 5.856
H -5.463 13.648 0.252
H 4.562 -2.773 6.782
H 2.077 -8.454 -4.899
H -5.835 -2.009 0.178
H -0.529 13.653 3.336
H -2.668 -1.492 -1.691
H 3.934 -5.218 -1.652
H -2.735 8.260 2.403
H 4.695 -5.702 -0.111
H -0.208 -2.674 7.149
H 3.458 9.308 1.321
H 3.855 -1.150 7.018
H 0.353 -11.585 -7.614
H -0.978 4.563 -2.515
H 0.242 -1.738 -4.927
H 0.504 -2.592 -3.394
H 5.382 -9.419 -0.658
H -1.153 -2.646 0.917
H 2.393 -9.011 -6.554
H -0.640 -3.777 2.182
H -1.345 12.212 3.968
```

**Electronic energy**: -5724.22732 hartree
**HOMO energy**: -11.03 eV
**Molar mass**: 1116.8 g/mol
**Net charge**: +1

=====

# 2
8 unconnected molecules or ions with the total composition C31H76O11 in a non-equilibrium geometry. Source: the OMol25 dataset; level of theory: the ωB97M-V functional and the def2-TZVPD basis.

XYZ file:
```
118
C31H76O11 the ωB97M-V functional and the def2-TZVPD basis
O -0.394 -3.558 2.754
O 5.530 0.010 -2.912
O -1.469 4.624 -0.537
O -5.771 0.063 2.060
O 1.423 5.821 -4.859
O -0.080 -4.727 0.933
O -0.026 -5.812 2.775
O 2.386 -6.717 -0.652
O -2.217 1.803 2.395
O 5.609 -4.742 -4.660
O -3.850 2.506 5.208
C 1.645 -7.357 -2.853
C -3.618 -2.098 4.237
C -1.232 4.836 -1.928
C -5.259 2.620 5.408
C 6.633 0.865 -3.209
C 2.681 -5.108 -2.419
C 6.340 -3.528 -2.710
C 6.145 2.300 -3.331
C -1.256 6.325 -2.242
C 2.570 6.392 -4.227
C -2.129 -2.335 3.862
C -0.501 3.283 3.214
C -5.757 3.927 4.812
C -5.061 -3.300 1.649
C 2.180 6.976 -2.878
C -2.272 4.088 -2.747
C -4.988 1.145 1.587
C 6.751 -4.168 -4.025
C -4.681 -1.927 1.076
C -0.149 -4.692 2.078
C 7.809 -5.241 -3.813
C 3.649 5.334 -4.063
C 7.319 0.397 -4.483
C 2.671 -6.581 -2.041
C -4.559 -3.339 4.200
C -1.867 -3.463 2.903
C 0.075 1.210 1.916
C -5.578 2.532 6.893
C -5.614 -3.252 3.080
C -0.927 2.341 2.099
C -5.877 -0.963 1.099
H 0.153 0.612 2.830
H -0.514 6.857 -1.646
H -2.343 4.975 -0.325
H -5.135 -3.304 5.124
H -0.442 2.750 4.168
H -5.717 1.780 4.884
H -5.088 3.341 7.441
H -1.780 -1.429 3.362
H -2.231 6.755 -1.997
H -5.209 1.593 7.308
H 3.664 -7.007 -2.203
H -2.177 -4.430 3.285
H 8.181 1.022 -4.722
H 5.908 -4.273 -2.035
H -6.785 -1.525 1.309
H 3.282 4.514 -3.439
H 6.970 2.985 -3.535
H 5.577 -2.767 -2.874
H -1.232 4.083 3.338
H 0.473 3.729 3.005
H -6.653 2.593 7.071
H 5.411 2.390 -4.137
H -6.248 -2.388 3.262
H -6.001 -0.517 0.107
H 2.926 7.185 -4.885
H 1.779 6.197 -2.224
H 3.923 4.904 -5.028
H 7.423 -6.040 -3.173
H 4.907 0.068 -3.647
H -6.259 -4.125 3.203
H -4.268 -4.033 1.532
H -4.402 -2.065 0.030
H -0.248 0.538 1.120
H -5.516 3.980 3.749
H 1.401 7.729 -2.996
H -1.051 6.507 -3.298
H 1.509 -6.344 -0.492
H -4.988 1.980 2.279
H 7.137 -3.403 -4.701
H -5.353 1.516 0.622
H 8.705 -4.827 -3.347
H -3.798 -1.517 1.556
H 1.709 -4.648 -2.219
H -2.151 1.308 3.222
H 5.257 -5.421 -4.072
H 3.038 7.436 -2.384
H 0.051 -5.633 3.725
H 8.089 -5.697 -4.764
H 1.066 1.594 1.668
H 2.919 -4.971 -3.477
H 1.851 -7.289 -3.923
H -1.024 2.898 1.167
H -2.251 3.023 -2.512
H 7.327 0.786 -2.370
H 0.639 -6.972 -2.668
H -2.098 4.212 -3.818
H 4.545 5.749 -3.598
H -4.045 -4.296 4.206
H -3.277 4.449 -2.514
H -3.969 0.798 1.457
H -6.837 4.030 4.929
H -0.238 4.432 -2.137
H -5.273 4.781 5.295
H -5.878 -3.645 1.011
H 3.417 -4.567 -1.824
H -1.536 -2.405 4.767
H 6.625 0.426 -5.327
H 1.646 -8.409 -2.565
H -3.616 -1.738 5.263
H -2.242 -3.278 1.903
H 5.650 2.614 -2.411
H 7.193 -3.064 -2.212
H 1.094 5.115 -4.290
H -3.422 3.241 5.664
H 7.655 -0.636 -4.379
H -4.081 -1.305 3.663
```

**Electronic energy**: -2054.32028 hartree
**HOMO energy**: -9.41 eV
**Molar mass**: 624.9 g/mol

=====

# 3
13 unconnected molecules or ions with the total composition C31H77ClF3N26O18S2 in a non-equilibrium geometry. Source: the OMol25 dataset; level of theory: the ωB97M-V functional and the def2-TZVPD basis.

XYZ file:
```
158
C31H77ClF3N26O18S2 the ωB97M-V functional and the def2-TZVPD basis
Cl 5.140 3.900 -4.935
S 6.012 -1.013 -1.289
S 0.543 1.965 -0.655
F 1.582 4.251 0.654
F 1.517 2.118 1.913
F -0.521 3.321 1.506
O -3.412 3.942 -2.238
O -0.328 3.966 -6.714
O 6.560 0.257 -1.969
O -0.972 1.665 -0.711
O -5.918 -8.690 -0.502
O 0.922 7.780 4.559
O -3.736 0.904 -3.999
O 6.947 -1.276 -0.044
O 5.593 4.208 8.982
O -3.227 -9.361 -3.554
O -4.731 -0.948 -2.680
O 7.003 5.651 5.384
O -9.809 -10.012 2.243
O 3.188 9.094 -5.285
O -3.098 9.727 0.933
O 0.849 2.805 -1.956
O 5.839 0.208 5.165
O -2.978 -4.579 -0.719
N 0.357 5.721 5.278
N -3.418 8.018 -0.499
N -1.647 -10.608 -2.542
N 2.631 7.350 -6.598
N 0.802 6.078 3.088
N 7.162 -0.375 3.437
N 1.413 -3.639 0.622
N 3.584 -2.277 -0.254
N -3.098 -6.282 -2.190
N -7.257 -7.292 -1.656
N -8.089 -8.498 0.069
N -3.543 -6.639 0.000
N -2.212 3.363 -7.793
N -10.184 -7.803 2.483
N 4.914 -0.318 3.180
N -11.437 -9.299 3.629
N -2.340 7.672 1.461
N -1.193 4.331 -2.305
N -2.652 5.971 -2.857
N -1.389 -9.979 -4.701
N 6.883 3.949 3.912
N 3.963 4.985 10.329
N 6.439 3.592 6.103
N -2.197 3.524 -5.536
N 4.319 2.757 10.143
N 4.033 7.052 -4.846
C -2.156 -9.946 -3.596
C 4.683 3.997 9.768
C -1.436 -1.860 -0.639
C -2.960 8.548 0.650
C 1.525 -3.813 2.119
C 3.271 0.420 -0.889
C -2.920 -1.181 -0.792
C 3.942 2.039 -3.028
C 4.019 3.650 -3.459
C 3.876 1.884 -1.393
C 0.834 2.992 0.927
C -2.479 4.700 -2.453
C 1.645 0.439 -0.492
C 6.419 -2.432 -2.504
C -3.193 -5.758 -0.955
C 4.359 -3.573 -0.075
C 0.199 -4.607 2.707
C -0.510 -1.232 0.569
C -3.436 -1.559 -2.336
C 1.074 -1.030 0.066
C -10.437 -9.096 2.753
C 2.092 -2.356 0.138
C 0.707 6.602 4.323
C -7.018 -8.192 -0.685
C 5.964 -0.140 4.002
C -1.504 3.639 -6.683
C -5.048 1.545 -1.796
C 4.206 -0.965 -0.784
C 3.278 7.908 -5.559
C 6.789 4.473 5.148
C -4.434 0.478 -2.924
H 4.826 1.471 -3.544
H -1.897 6.610 -3.039
H -1.019 3.382 -2.002
H -9.002 -8.099 -0.066
H -0.953 -0.252 1.058
H -3.723 -7.613 -0.175
H 3.210 4.830 10.978
H -2.837 -5.652 -2.938
H 7.131 -2.002 -3.353
H 2.052 7.960 -7.160
H 7.284 -0.663 2.481
H -2.958 -0.025 -0.609
H 4.836 1.985 9.743
H 2.693 6.376 -6.839
H -3.271 -7.249 -2.404
H 4.257 -4.189 -1.083
H -5.784 0.943 -1.087
H 1.063 6.707 2.340
H -3.181 3.093 -7.788
H -3.625 -6.286 0.944
H -1.736 -9.493 -5.517
H 2.948 4.083 -3.693
H 3.994 -0.151 3.565
H -7.952 -9.172 0.811
H 4.537 7.431 -4.055
H 6.356 3.945 7.047
H 5.404 -2.697 -3.059
H -11.660 -10.259 3.859
H 4.119 6.072 -5.056
H 7.144 4.578 3.164
H -0.767 -11.095 -2.557
H -11.965 -8.559 4.059
H -0.504 -10.455 -4.755
H -10.690 -7.036 2.893
H 4.444 4.265 -2.553
H -2.549 -1.225 -3.062
H 4.204 5.933 10.073
H 0.357 -4.805 3.851
H 0.123 -5.632 2.114
H -4.160 1.912 -1.126
H -0.742 -3.938 2.510
H -1.702 3.722 -4.676
H -1.981 8.031 2.337
H 5.501 -3.440 0.141
H -0.412 4.941 -2.477
H -8.155 -6.871 -1.821
H -2.193 -10.608 -1.690
H 6.850 -3.378 -1.965
H 0.177 4.747 5.103
H 7.978 -0.253 4.021
H -6.477 -7.034 -2.246
H 2.885 1.668 -3.436
H -1.728 3.438 -8.678
H 6.258 2.618 5.928
H 1.727 -4.474 0.083
H 6.710 2.981 3.698
H 2.524 -4.360 2.468
H 3.270 2.807 -0.990
H -3.891 8.643 -1.138
H -2.217 6.697 1.246
H 4.996 -0.604 2.219
H 0.629 5.110 2.874
H -3.315 7.049 -0.749
H -0.524 -2.046 1.442
H -9.438 -7.606 1.828
H -0.849 -1.739 -1.653
H -3.623 -1.683 0.024
H -3.485 -2.751 -2.361
H 1.549 -2.730 2.608
H 3.573 2.563 10.788
H -1.624 -3.010 -0.377
H -3.166 3.256 -5.490
H 0.275 6.074 6.223
H -3.605 6.289 -2.981
H -5.579 2.391 -2.406
H 3.954 -4.248 0.822
H 4.943 1.966 -0.862
```

**Electronic energy**: -5561.05408 hartree
**HOMO energy**: -10.22 eV
**Molar mass**: 1258.7 g/mol
**Net charge**: +1

=====

# 4
A molecular structure, C31H7F15GeMgN2O6S. Source: the OMol25 dataset; level of theory: the ωB97M-V functional and the def2-TZVPD basis.

XYZ file:
```
64
C31H7F15GeMgN2O6S the ωB97M-V functional and the def2-TZVPD basis
Ge 2.457 3.318 2.306
S 2.834 1.656 1.041
Mg 0.686 0.432 0.454
F 5.559 2.059 7.442
F 2.384 6.050 3.706
F 0.186 3.938 0.493
F 2.014 1.280 4.491
F -3.396 4.704 3.408
F 5.083 4.755 3.646
F 3.812 8.966 0.336
F -2.426 4.500 0.886
F 3.355 0.634 6.728
F -1.752 4.337 5.537
F 2.922 8.548 2.868
F 4.165 6.870 -1.345
F 0.818 3.753 5.174
F 3.646 4.383 -0.531
F 6.405 4.120 5.887
O 3.592 -3.694 -4.549
O 0.198 0.752 -1.423
O 0.853 0.467 -3.549
O -0.939 1.256 1.277
O 4.403 -4.837 -2.776
O -2.378 1.418 2.993
N 0.509 -0.564 2.550
N 1.802 -1.189 -0.577
C 3.774 -3.918 -3.340
C 2.332 -1.844 -2.819
C -0.535 -0.042 3.199
C 0.853 0.176 -2.362
C 2.828 6.213 2.447
C 1.324 -1.373 3.229
C 3.451 5.365 0.343
C -0.818 -0.332 4.526
C 2.996 5.112 1.626
C 3.085 -2.920 -2.371
C 0.021 -1.187 5.214
C 3.474 3.056 3.999
C -1.611 4.314 1.925
C 3.199 -3.087 -0.996
C 3.764 1.655 5.963
C 0.057 3.901 4.071
C 3.093 7.506 2.041
C 1.707 -1.009 -1.905
C 3.089 2.005 4.811
C 4.885 2.380 6.331
C 3.727 6.651 -0.100
C 5.311 3.427 5.538
C 4.605 3.741 4.388
C -1.270 4.222 4.289
C 1.120 -1.715 4.553
C 3.548 7.722 0.753
C 0.588 3.760 2.801
C 2.555 -2.210 -0.150
C -0.276 4.005 1.745
C -1.390 0.960 2.426
C -2.108 4.415 3.209
H 2.224 -1.657 -3.877
H 2.189 -1.743 2.699
H 3.791 -3.911 -0.622
H 2.641 -2.331 0.921
H -0.163 -1.425 6.254
H 1.820 -2.371 5.052
H -1.680 0.141 4.974
```

**Electronic energy**: -5920.01414 hartree
**HOMO energy**: -3.45 eV
**Molar mass**: 917.4 g/mol
**Net charge**: -2
**ΔE to the lowest compared entry with this formula, charge and spin**: 0.000 eV

=====

> The lowest molar mass belongs to which entry?

C31H76O11

=====

> What is the HOMO energy in the first record?

-11.03 eV

=====

> Among the records above, which one has the lowest molar mass?

C31H76O11

=====

> HOMO energy of number 4 (C31H7F15GeMgN2O6S)?

-3.45 eV